{
  "formula": "C27H32BrHgN3O2",
  "method": "ωB97M-V/def2-TZVPD",
  "total_charge": -1,
  "orbital_gap_ev": [7.0, 5.5],
  "multiplicity": 2,
  "symbols": ["C", "Br", "C", "H", "H", "N", "C", "H", "C", "C", "C", "C", "C", "H", "C", "H", "O", "C", "C", "H", "H", "C", "H", "C", "C", "H", "H", "Hg", "H", "C", "H", "H", "C", "H", "C", "N", "H", "H", "C", "N", "H", "C", "H", "H", "H", "C", "H", "C", "H", "H", "H", "C", "H", "C", "H", "H", "H", "H", "O", "H", "C", "H", "H", "C", "C", "C"],
  "positions_angstrom": [[-3.06400, -1.00370, 0.33570], [3.35390, -2.67580, -2.19960], [5.12180, -1.33520, -0.42230], [-4.29100, 1.27890, -2.90630], [-6.22540, -1.93500, -0.44460], [-0.13510, 2.28410, -0.02030], [-4.84920, 0.17860, -1.13360], [2.55210, 4.89640, -2.08300], [-2.67380, -2.18070, 1.01050], [-2.12430, 1.09480, 0.88950], [-4.34730, -0.94310, -0.24340], [-1.25040, -2.37730, 1.46400], [1.80490, 3.85630, -0.32940], [-2.84060, 1.20790, 1.71330], [1.59480, 4.60130, -1.65400], [-0.59500, -2.82800, -0.55250], [2.15230, -0.65400, 3.44010], [-0.53460, -3.26850, 0.44440], [-0.30660, 4.19040, 1.14420], [2.31340, 2.03830, -1.40530], [4.54000, 0.12250, 2.57370], [2.53330, 4.78460, 0.65410], [-0.10620, -2.80890, 3.22590], [-5.38630, 1.36210, -0.32300], [-3.81460, 0.65400, -2.15220], [-0.98430, -4.26140, 0.40590], [2.01280, 5.73550, 0.75960], [0.34320, -0.04940, -0.96250], [5.88290, -1.63250, -1.12730], [-4.87280, -3.11590, 0.69800], [2.70310, 2.00140, 0.32050], [-2.17370, 3.62240, 2.18720], [1.89640, -0.44340, 2.25810], [2.60040, 4.30690, 1.62830], [-1.25000, 2.19800, 0.76340], [-2.16050, 0.03390, 0.16410], [0.51370, -3.36500, 0.71520], [-6.04320, 1.01590, 0.47340], [5.40520, -0.62320, 0.73490], [2.80010, -1.35910, 0.14770], [-0.75200, -1.40850, 1.47990], [-1.37350, 3.39140, 1.50400], [1.07680, 3.95880, -2.36030], [6.41160, -0.28590, 0.93550], [-3.03430, 1.23310, -1.66860], [-1.11780, -2.97490, 2.86470], [-3.35080, -0.19870, -2.64290], [3.79990, -1.67170, -0.63820], [-3.27150, -4.10530, 1.70170], [-4.56390, 1.91850, 0.11660], [-5.95060, 2.03410, -0.96880], [4.37790, -0.36190, 1.62340], [-0.09020, 5.17930, 1.50310], [-3.58140, -3.21150, 1.18020], [3.71180, 2.93180, -0.79430], [-1.80630, -2.50080, 3.55960], [-5.69480, -0.24410, -1.69540], [3.54380, 4.98840, 0.29600], [0.86700, -0.03390, 1.71290], [0.99500, 5.49530, -1.49230], [0.46700, 3.44550, 0.23880], [-1.30540, -4.04740, 2.86130], [-5.58020, -3.92070, 0.85030], [-5.22810, -1.99700, -0.02780], [3.08090, -0.73780, 1.28460], [2.68910, 2.62840, -0.56900]],
  "forces_ev_per_angstrom": [[-0.67, -0.51, 0.20], [-0.01, -0.01, -0.09], [0.06, -0.06, -0.14], [-0.07, 0.05, -0.10], [-0.07, 0.04, -0.09], [0.34, -1.26, -0.56], [0.09, 0.18, 0.05], [0.13, 0.05, -0.09], [0.12, 0.16, -0.02], [-0.51, -0.48, 0.11], [-0.05, -0.06, -0.03], [0.05, 0.03, 0.01], [0.15, 0.01, -0.21], [-0.09, -0.05, -0.07], [0.05, -0.08, 0.17], [0.06, -0.05, -0.11], [0.14, -0.06, 0.72], [0.05, 0.27, 0.08], [0.16, 0.17, 0.12], [0.01, -0.09, -0.01], [0.00, 0.05, 0.04], [-0.14, -0.17, -0.14], [0.13, -0.01, 0.08], [-0.04, -0.19, -0.12], [-0.13, -0.01, 0.03], [-0.07, -0.08, 0.00], [-0.04, 0.05, 0.07], [-0.31, 0.75, 1.06], [0.03, 0.08, -0.03], [-0.01, -0.10, -0.06], [0.01, -0.12, 0.05], [-0.06, 0.02, 0.13], [1.19, -0.31, -0.53], [0.03, 0.02, 0.16], [0.17, 0.85, 0.17], [1.34, 0.49, -0.39], [0.19, -0.04, -0.05], [-0.06, 0.02, 0.08], [-0.23, -0.01, 0.09], [-0.18, -0.13, -0.37], [-0.03, -0.08, 0.03], [-0.38, -0.41, -0.14], [-0.09, -0.06, -0.15], [0.12, -0.05, 0.05], [0.08, 0.05, -0.08], [0.01, 0.16, -0.15], [0.10, -0.05, -0.12], [0.11, -0.06, -0.12], [0.06, -0.08, 0.08], [0.08, 0.12, 0.11], [-0.02, 0.13, -0.04], [0.04, -0.03, -0.07], [0.06, 0.14, 0.13], [-0.17, 0.00, 0.03], [0.08, 0.04, -0.09], [-0.06, 0.05, 0.12], [0.13, 0.03, 0.11], [0.04, 0.04, -0.05], [-1.07, 0.29, -0.79], [-0.07, 0.08, -0.03], [-0.09, 0.13, 0.04], [-0.09, -0.16, 0.04], [-0.03, -0.02, 0.00], [-0.11, -0.06, 0.08], [-0.29, 0.29, 0.77], [-0.17, 0.06, 0.05]],
  "mulliken_charge": [-0.47, -0.17, -0.34, 0.48, 0.37, 0.06, 0.27, 0.39, 0.24, 0.28, 0.71, 2.28, 2.75, 0.26, -1.82, 0.24, -0.76, -1.38, -0.62, 0.12, 0.44, -1.94, 0.40, -1.28, -1.49, 0.41, 0.37, 0.71, 0.42, -1.32, 0.23, 0.49, 0.07, 0.42, -0.01, 0.35, 0.33, 0.32, -0.39, -0.02, -0.51, -1.77, 0.39, 0.41, 0.17, -1.84, 0.31, -0.16, 0.31, 0.22, 0.42, -0.64, 0.37, -0.52, 0.55, 0.42, 0.49, 0.45, -0.43, 0.42, -0.26, 0.37, 0.36, -0.89, 0.61, -1.68]
}

=====

{
  "formula": "C39H60AsBiF6N4OSbSi2",
  "method": "ωB97M-V/def2-TZVPD",
  "total_charge": 2,
  "orbital_gap_ev": [4.2, 2.9],
  "multiplicity": 2,
  "symbols": ["H", "H", "C", "H", "C", "H", "C", "H", "H", "C", "H", "C", "C", "H", "H", "H", "C", "C", "F", "H", "Si", "C", "C", "C", "H", "C", "C", "C", "H", "H", "H", "F", "F", "H", "H", "C", "C", "H", "H", "N", "H", "H", "H", "H", "H", "C", "N", "H", "N", "F", "Bi", "H", "C", "H", "Sb", "C", "As", "H", "H", "H", "C", "N", "C", "C", "H", "H", "H", "C", "H", "C", "C", "C", "H", "C", "C", "H", "C", "H", "H", "C", "H", "H", "H", "C", "H", "C", "H", "C", "C", "H", "C", "F", "H", "H", "H", "H", "H", "H", "H", "H", "Si", "H", "C", "H", "H", "C", "H", "F", "H", "H", "O", "H", "H", "C", "C"],
  "positions_angstrom": [[-0.05250, 18.70027, 15.59803], [-0.07645, 19.60889, 17.01554], [-0.15598, 18.61162, 16.66997], [2.99365, 19.25522, 16.06594], [-3.71771, 12.12015, 12.72566], [1.72194, 16.90355, 19.63243], [-2.95810, 12.09267, 19.38868], [-0.59450, 13.45219, 12.54386], [2.20821, 18.36049, 13.10259], [2.66651, 5.95371, 16.03415], [-8.28496, 11.44702, 19.31171], [-2.61875, 12.91578, 13.11306], [2.72851, 14.17366, 17.25972], [-2.61226, 12.31061, 16.14264], [3.85347, 7.28757, 18.05945], [0.04744, 16.82438, 19.18239], [-4.24974, 15.92840, 14.69670], [4.56395, 7.04692, 17.27537], [-2.82051, 7.92077, 16.54595], [2.01645, 6.36315, 16.84234], [2.88172, 16.26307, 14.06692], [3.31350, 14.54670, 13.34117], [1.85784, 17.36971, 12.91594], [-6.12955, 12.06681, 12.07443], [-1.26817, 12.10595, 11.61950], [4.70838, 12.33167, 16.49439], [3.30977, 12.06256, 16.33236], [5.09833, 13.52710, 17.09707], [0.71646, 18.36686, 19.67510], [5.43983, 11.53313, 16.27838], [4.13885, 6.45958, 13.79089], [-0.53068, 7.57700, 15.01922], [-1.31936, 9.42940, 13.34667], [3.14167, 19.45449, 17.82868], [1.97014, 17.16432, 11.84734], [-4.98453, 12.70624, 12.80864], [-4.33535, 11.79003, 19.44803], [7.37833, 12.74865, 15.63784], [-2.40691, 12.08303, 20.29775], [1.79937, 10.75760, 15.04664], [-2.01612, 14.58615, 14.31217], [1.91455, 14.53076, 17.98035], [1.67525, 7.55964, 14.33274], [-0.69311, 11.84514, 13.16817], [0.76576, 9.65933, 13.57831], [2.88922, 10.74337, 15.88967], [-2.29612, 12.33190, 18.20516], [6.43663, 15.24124, 19.09479], [-7.31361, 11.18657, 19.35105], [-3.05464, 7.46406, 13.76057], [0.20649, 11.87302, 16.72472], [-1.09647, 18.18777, 17.06952], [-5.17416, 13.84773, 13.55947], [4.46048, 18.16632, 14.54371], [-2.11749, 8.63585, 14.95806], [1.52357, 9.65103, 14.36287], [1.36817, 15.60081, 15.99750], [6.45641, 15.92648, 17.50454], [4.43033, 15.35859, 17.99630], [0.79078, 17.28056, 13.09227], [2.92144, 18.71885, 17.09314], [2.39304, 12.97469, 16.65940], [3.78614, 7.00682, 15.95136], [6.87104, 15.09792, 18.12168], [6.51043, 12.85965, 19.38599], [3.68653, 17.92562, 17.05236], [7.05208, 14.45983, 15.47958], [-4.43258, 12.17293, 17.08049], [-6.19441, 14.14479, 13.80900], [-5.18333, 11.85702, 18.26795], [2.13202, 8.45031, 14.70951], [-6.59708, 11.63396, 18.22749], [4.99848, 6.01735, 17.49138], [7.44829, 13.71782, 16.09865], [-2.83959, 14.06705, 13.87599], [5.36336, 7.77155, 17.24417], [3.13110, 8.36705, 15.63458], [-5.82277, 11.12376, 11.60533], [6.92579, 11.65796, 18.09439], [3.55793, 9.56454, 16.23950], [4.04130, 14.75246, 12.49936], [-3.28850, 16.47643, 14.44511], [4.37760, 9.63523, 16.97193], [4.10568, 14.46285, 17.47605], [2.93024, 4.95386, 16.31416], [-3.06685, 12.36285, 17.08915], [3.99006, 13.96231, 14.06143], [7.07492, 12.73064, 18.43256], [6.58984, 13.77650, 17.37627], [-4.70114, 11.60663, 20.45764], [4.60693, 17.09210, 14.36825], [-1.07057, 9.98471, 16.07771], [2.44158, 13.93766, 13.06763], [-7.08906, 11.87862, 12.66542], [8.49655, 13.86159, 16.23695], [5.09861, 16.67376, 15.27458], [-6.46853, 12.72937, 11.21060], [2.05650, 5.91784, 15.12099], [-5.08936, 16.57161, 14.38965], [5.61373, 7.29585, 14.57616], [1.31180, 17.74080, 17.26046], [-6.91812, 11.37513, 20.26205], [0.91866, 17.41693, 19.09316], [-4.32635, 15.82527, 15.78641], [7.91760, 15.25970, 18.18625], [-4.13924, 14.59664, 14.04778], [5.32278, 16.98139, 13.49640], [-3.44957, 10.06230, 14.78822], [5.13042, 5.58318, 14.95717], [8.13765, 12.80904, 18.66894], [-7.22358, 11.95377, 17.21789], [-3.68479, 11.12336, 12.36190], [-4.98754, 12.18532, 16.13507], [4.70536, 6.61634, 14.75495], [-1.25507, 12.61281, 12.55860]],
  "forces_ev_per_angstrom": [[-0.77, -0.10, -0.56], [0.07, 1.19, 0.61], [-0.67, -0.60, -0.62], [-0.23, -0.89, 1.57], [-1.58, 1.16, 0.01], [-0.04, 0.04, -0.02], [-0.88, -0.10, -2.50], [0.14, 0.76, -0.14], [-0.06, 0.92, 0.08], [-1.28, 1.62, 0.72], [-0.21, -0.16, -0.25], [1.83, 0.90, 0.46], [-0.43, -0.03, 0.24], [0.92, 0.56, -0.99], [0.09, 0.09, 0.38], [-1.07, -0.74, 0.08], [0.84, 1.08, -0.35], [-0.11, -1.53, -0.41], [0.22, 0.42, -0.57], [-0.04, -0.66, -0.47], [1.04, -0.80, -0.54], [1.50, 0.13, 0.63], [-0.08, -1.11, 0.19], [-1.75, 0.07, -0.62], [-0.36, -0.06, -0.91], [-1.31, -0.40, 0.37], [2.04, 1.11, 0.75], [0.25, 0.98, -0.07], [0.30, -0.81, -0.89], [-0.49, 0.66, -0.04], [0.46, 0.58, 0.99], [-0.89, 0.34, 0.23], [-0.50, -0.07, 1.11], [0.04, 0.39, 0.84], [0.38, -0.18, 0.16], [-1.13, -0.62, -0.38], [-0.43, 0.73, -1.12], [-0.30, -0.44, -0.42], [0.61, 0.04, 0.40], [0.88, 0.64, 0.45], [0.59, 0.40, -0.15], [1.36, -0.29, -0.70], [0.22, -0.21, -0.62], [-0.82, 0.53, -0.01], [0.00, 0.21, 0.53], [-0.81, -1.36, -0.97], [-1.08, -0.25, 0.46], [-0.25, -0.48, 0.53], [1.48, 0.63, -0.59], [0.58, 0.86, 1.20], [0.18, 0.32, -0.39], [0.39, 0.13, -0.69], [-2.43, -1.03, -0.73], [0.17, -0.23, -0.03], [-0.07, 0.30, -1.80], [-0.05, -0.42, 0.73], [0.92, 1.04, -0.43], [0.42, -0.12, 0.25], [-0.33, -0.07, -0.05], [-0.22, 0.24, 0.22], [-0.16, -0.70, -2.87], [-0.90, -1.01, 0.63], [0.35, -0.40, -0.96], [-1.50, 1.04, -2.02], [0.36, -0.14, -0.67], [0.17, 0.53, 0.22], [-0.30, 1.14, -1.51], [-2.14, -0.53, 0.95], [0.12, 0.01, -0.30], [5.64, 0.35, 0.91], [-0.76, 0.20, -0.69], [-4.08, 0.56, -0.03], [-0.49, 1.35, -0.27], [-0.93, -0.99, 1.11], [-0.65, -0.57, -0.28], [0.34, 0.12, 0.11], [1.23, -0.31, 1.10], [-0.11, 0.17, 0.26], [0.08, 1.10, 0.31], [-0.02, 1.02, -0.42], [-1.15, -0.31, 0.44], [-1.18, -0.43, 0.58], [-0.50, -0.27, -0.51], [0.24, -0.63, -0.22], [0.66, -0.40, 0.05], [-0.58, -0.92, 2.03], [-1.17, 0.71, -0.67], [-0.91, -1.59, -0.14], [1.05, -0.40, 2.12], [-0.23, -0.15, -0.37], [-0.17, -0.18, 0.16], [-0.56, -0.65, -0.59], [0.45, 0.09, -0.16], [1.49, 0.28, -0.45], [0.64, 0.42, 0.56], [-0.21, 0.21, -0.56], [0.57, -0.64, 1.08], [0.31, -0.20, 0.32], [0.17, -0.55, -0.10], [-1.46, -0.75, 0.28], [0.81, -0.07, 1.70], [0.12, -0.26, -0.09], [1.27, 0.97, 0.27], [0.12, -0.10, -0.07], [0.96, 0.05, 0.11], [3.12, 0.38, 0.90], [-1.03, -0.07, 0.85], [0.91, -0.96, 0.32], [-0.38, 1.18, -0.02], [-0.07, 0.31, -0.20], [0.77, -0.53, 0.46], [0.61, -0.70, -0.33], [0.31, -0.03, 0.38], [1.17, -0.78, -0.57], [0.37, -1.27, 1.66]],
  "mulliken_charge": [0.32, 0.39, -1.07, 0.23, -0.59, 0.33, -0.78, 0.44, 0.33, -1.48, 0.29, 0.99, -1.64, 0.03, 0.42, 0.41, -1.29, -1.85, -0.52, 0.36, 0.43, -0.61, -1.13, -1.50, 0.47, -0.46, 0.71, 0.63, 0.35, 0.90, 0.33, -0.56, -0.54, 0.50, 0.38, 0.62, -0.52, 0.34, 0.45, -0.58, 0.69, 0.68, 0.42, 0.08, 0.45, -0.83, -0.20, 0.39, -0.49, -0.51, 1.04, 0.28, -0.28, 0.31, 2.38, -1.12, 0.18, 0.44, 0.58, 0.33, -0.73, -0.34, 1.71, -2.05, 0.36, 0.03, 0.39, -0.64, 0.50, 0.37, -0.76, 0.33, 0.38, -1.75, -0.90, 0.40, 0.79, 0.41, 0.27, -0.37, 0.43, 0.33, 0.67, 0.14, 0.42, 0.65, 0.04, -1.47, 1.57, 0.24, -0.65, -0.52, 0.13, 0.35, 0.50, -0.05, 0.34, 0.37, 0.40, 0.29, 0.39, 0.22, -1.22, 0.28, 0.46, 0.70, 0.38, -0.43, 0.41, 0.47, -0.57, 0.37, 0.50, -1.42, -1.50]
}